(1)
This record from the OMol25 dataset describes a gas-phase ion, C5H12NS (charge +1). The level of theory is ωB97M-V with the def2-TZVPD basis set.

Cartesian coordinates (Å):
C (0.2016, 2.4694, -0.2625)
C (-0.5157, 1.3874, -0.4816)
C (0.3421, -1.2837, -1.0887)
C (1.3058, -0.8467, 1.1380)
C (-0.9090, 0.3552, 0.4964)
N (-0.0153, -0.9526, 0.3335)
S (-2.6152, -0.2208, 0.5465)
H (0.0748, 3.0483, -1.1938)
H (0.7563, 2.6185, 0.6509)
H (-0.9322, 1.2309, -1.4125)
H (0.7615, -0.3314, -1.4238)
H (1.0213, -2.1087, -0.9574)
H (-0.6357, -1.5641, -1.5374)
H (2.0731, -1.5676, 0.6437)
H (1.8263, 0.0136, 0.9582)
H (1.1590, -0.9420, 2.2608)
H (-0.6355, 0.6507, 1.5288)
H (-0.5196, -1.8051, 0.6797)
H (-2.7435, -0.1514, -0.8789)

The value obtained for the frontier orbital gap is 10.82 eV. For the energy above the lowest of the compared OMol25 structures with the same formula, charge and spin, the calculation gives 55.8 kcal per mole. Its total charge is +1.

---

(2)
This record from the OMol25 dataset describes a molecular structure, C14H25BMgN6Si. The level of theory is ωB97M-V with the def2-TZVPD basis set.

Cartesian coordinates (Å):
C (3.0191, -1.0645, -0.6130)
N (1.6970, -0.8849, -0.8289)
N (1.5700, -0.1297, -1.9892)
C (2.8117, 0.1419, -2.4763)
C (3.7531, -0.4445, -1.6403)
B (0.2227, 0.0569, -2.7762)
N (-0.7296, -1.1320, -2.3979)
N (-0.7010, -1.8948, -1.2402)
C (-1.4675, -2.9917, -1.4689)
C (-1.9542, -2.9581, -2.7851)
C (-1.4812, -1.7715, -3.3312)
Mg (0.2929, -1.6576, 0.7198)
N (-0.3846, 1.5336, -2.8973)
N (-1.4316, 2.0696, -2.1382)
C (-1.6944, 3.2901, -2.6379)
C (-0.8687, 3.5506, -3.7677)
C (-0.0520, 2.4223, -3.8790)
H (-2.4457, 3.9546, -2.2222)
H (0.7083, 2.1844, -4.6155)
H (-0.8824, 4.4216, -4.4002)
H (0.5394, -0.1527, -3.9561)
H (-1.5888, -1.3404, -4.3215)
H (2.9310, 0.7180, -3.3881)
H (-2.5253, -3.7205, -3.2844)
H (4.8175, -0.4338, -1.7496)
H (-1.6512, -3.7538, -0.7173)
H (3.4026, -1.6041, 0.2439)
H (-1.6522, -1.1974, 0.8661)
C (-1.6243, -1.9772, 1.6475)
H (-2.2936, -2.7768, 1.3053)
H (-0.6229, -2.4428, 1.8858)
H (-2.0356, -1.5479, 2.5604)
C (-1.6496, 1.2033, 3.4857)
Si (0.1419, 0.6176, 3.3748)
C (1.2631, 1.9574, 4.0854)
C (0.4026, -0.9562, 4.3943)
C (0.5768, 0.3267, 1.5959)
H (-1.9284, 1.4071, 4.5305)
H (-2.3713, 0.4855, 3.0724)
H (-1.7520, 2.1408, 2.9192)
H (1.0975, 2.0907, 5.1650)
H (2.3201, 1.6966, 3.9252)
H (1.0752, 2.9179, 3.5840)
H (-0.4018, -1.6984, 4.2877)
H (1.3532, -1.4444, 4.1282)
H (0.4597, -0.6740, 5.4572)
H (0.0741, 1.0087, 0.8871)
H (1.6606, 0.4539, 1.4011)

The value obtained for the frontier orbital gap (alpha / beta) is 5.04 / 5.90 eV. Its total charge is +2.

---

(3)
This record from the OMol25 dataset describes 3 unconnected molecules or ions with the total composition C19H24BrN2O5P. The level of theory is ωB97M-V with the def2-TZVPD basis set.

Cartesian coordinates (Å):
C (-2.6070, 3.2754, 0.7688)
C (-2.6174, 3.7457, -0.6967)
Br (-4.3798, 4.4962, -1.1464)
C (-2.2553, 2.6604, -1.7267)
O (-1.4066, 1.6061, -1.2216)
P (0.1085, 1.9960, -0.8647)
O (0.2670, 1.9678, 0.5793)
O (0.4254, 3.4316, -1.5065)
O (1.1248, 0.9376, -1.5218)
C (2.4849, 1.3667, -1.6026)
C (3.2149, 1.3844, -0.2262)
O (3.1508, 0.3945, 0.4755)
C (3.9428, 2.6339, 0.1796)
C (5.3035, 2.5625, 0.4046)
C (6.0240, 3.6668, 0.7561)
C (5.4024, 4.8848, 0.8777)
C (4.0456, 4.9770, 0.6790)
C (3.3366, 3.8517, 0.3415)
H (-3.3890, 3.8018, 1.3166)
H (-2.6735, 2.1954, 0.8886)
H (-1.6717, 3.6118, 1.2235)
H (-1.9190, 4.5731, -0.8142)
H (-3.1870, 2.1755, -2.0292)
H (-1.8496, 3.0887, -2.6467)
H (0.5880, 3.3693, -2.4595)
H (2.6307, 2.3292, -2.1041)
H (3.0108, 0.6231, -2.2086)
H (5.7827, 1.5923, 0.3074)
H (7.0914, 3.6013, 0.9355)
H (5.9284, 5.7997, 1.1279)
H (3.5184, 5.9189, 0.7659)
H (2.2655, 3.9713, 0.2104)
N (-0.4500, -1.3918, 0.5718)
C (0.4324, -1.9746, 1.4354)
C (-0.1792, -3.0717, 1.9839)
C (-1.4825, -3.1531, 1.4220)
C (-1.6172, -2.1030, 0.5525)
H (-0.2659, -0.5655, 0.0336)
H (1.4146, -1.5584, 1.5847)
H (0.2586, -3.7410, 2.7061)
H (-2.2341, -3.8969, 1.6322)
H (-2.4395, -1.8017, -0.0743)
N (-2.9929, -7.1661, 0.9092)
C (-2.7524, -6.4424, -0.2262)
C (-3.5656, -6.9285, -1.2147)
C (-4.3317, -7.9851, -0.6511)
C (-3.9571, -8.1053, 0.6603)
H (-2.5326, -7.0287, 1.7898)
H (-2.0246, -5.6480, -0.2315)
H (-3.6085, -6.5670, -2.2287)
H (-5.0725, -8.5864, -1.1516)
H (-4.2907, -8.7751, 1.4345)

The value obtained for the frontier orbital gap is 7.63 eV. Its total charge is 0.

---

(4)
This record from the OMol25 dataset describes a molecular structure, C15H18AsIrN2O6P2S4. The level of theory is ωB97M-V with the def2-TZVPD basis set.

Cartesian coordinates (Å):
Ir (0.8401, 1.0124, 0.7484)
N (1.1515, 0.0841, 4.5409)
C (1.7483, -0.9594, 3.6229)
C (2.4205, -2.0108, 4.4892)
P (0.2781, -1.6990, 2.7920)
O (0.8683, -2.9553, 2.0464)
O (-0.8106, -2.0459, 3.7329)
O (-0.0782, -0.6505, 1.6264)
P (2.8327, -0.1943, 2.3533)
O (4.3128, -0.0968, 2.9698)
O (2.7532, -0.8907, 0.9699)
O (2.1307, 1.1968, 2.2760)
H (1.7371, 0.3730, 5.3378)
H (0.2787, -0.2880, 4.9917)
H (0.9513, 0.9398, 3.9680)
H (1.6662, -2.6613, 4.9204)
H (3.0064, -1.5327, 5.3206)
H (3.1113, -2.5185, 3.8399)
H (1.4131, -2.5619, 1.2575)
H (4.9950, 0.2768, 2.3850)
S (0.9966, 5.7964, 1.5277)
As (0.3961, 4.2150, 0.2439)
S (2.1074, 2.8142, -0.2444)
S (-0.5779, 2.6393, 1.5460)
S (-0.9946, 4.6457, -1.3088)
N (0.0508, 0.4348, -0.7682)
C (-0.8246, 0.0443, -1.6316)
C (-2.1187, 0.7631, -1.7504)
C (-2.8628, 1.0420, -0.6511)
C (-3.9156, 1.9457, -0.7616)
C (-4.2848, 2.4445, -1.9816)
C (-3.5697, 2.0374, -3.1523)
C (-2.4242, 1.2019, -3.0068)
C (-0.3609, -0.9420, -2.6662)
C (0.8971, -1.5269, -2.6679)
C (1.1774, -2.4655, -3.7086)
C (0.3619, -2.6256, -4.8252)
C (-0.9363, -2.1301, -4.7496)
C (-1.2882, -1.3646, -3.6359)
H (-2.6269, 0.6329, 0.3400)
H (-4.4992, 2.1644, 0.1025)
H (-5.0791, 3.1518, -2.0321)
H (-3.9736, 2.2056, -4.1527)
H (-1.8548, 0.9662, -3.8872)
H (1.6155, -1.3926, -1.8646)
H (2.1125, -2.9763, -3.6244)
H (0.8052, -3.2889, -5.5985)
H (-1.6551, -2.2207, -5.5941)
H (-2.2802, -1.0294, -3.6849)

The value obtained for the frontier orbital gap (alpha / beta) is 2.38 / 4.57 eV. Its spin multiplicity is 5. Its total charge is -2.

---

(5)
This record from the OMol25 dataset describes C5H8O2 in the gas phase. The level of theory is ωB97M-V with the def2-TZVPD basis set.

Cartesian coordinates (Å):
C (-0.7516, -1.5205, 0.5293)
C (-0.2409, -0.2691, -0.1933)
O (-0.6848, -0.2980, -1.5472)
C (-0.5105, 1.1314, 0.5040)
O (-0.8939, 2.1172, -0.4065)
C (1.1938, -0.1023, -0.0771)
C (2.3115, 0.3017, 0.1449)
H (-1.8160, -1.6879, 0.3323)
H (-0.5970, -1.4314, 1.6084)
H (-0.2025, -2.4044, 0.1819)
H (0.0856, -0.3234, -2.1294)
H (0.4819, 1.3741, 0.9563)
H (-1.2530, 1.0493, 1.2955)
H (-0.4699, 1.9174, -1.2528)
H (3.3473, 0.1461, 0.0539)

The value obtained for the frontier orbital gap is 10.37 eV. For the energy above the lowest of the compared OMol25 structures with the same formula, charge and spin, the calculation gives 80.5 kcal per mole. Its total charge is 0.

---

(6)
This record from the OMol25 dataset describes a molecular structure, C21H46BrMnNO3SbSi4. The level of theory is ωB97M-V with the def2-TZVPD basis set.

Cartesian coordinates (Å):
Mn (-1.4662, 0.7296, -0.5357)
O (-4.7604, 1.3909, 1.2019)
N (-3.6833, 1.1993, 0.6992)
O (-3.0305, 2.1109, 0.1065)
O (-3.1146, 0.0559, 0.7316)
Br (-3.7855, -0.7083, -6.8153)
C (-3.0348, -0.3594, -5.0993)
C (-1.9035, 0.4296, -5.0022)
C (-1.3727, 0.6854, -3.7413)
C (-1.9204, 0.1808, -2.5561)
C (-3.0713, -0.6093, -2.7285)
C (-3.6327, -0.8905, -3.9711)
H (-1.4445, 0.8392, -5.8930)
H (-0.4813, 1.3053, -3.7018)
H (-3.5695, -1.0364, -1.8599)
H (-4.5206, -1.5035, -4.0596)
C (-1.7018, -6.0588, 1.7979)
C (-2.5638, -5.3803, 0.7380)
Sb (-2.7681, -3.2140, 0.8328)
C (-1.6968, -2.9375, 2.6850)
C (-1.4954, -1.4681, 3.0470)
C (-1.0758, -2.7976, -0.4445)
C (0.1201, -3.7298, -0.2755)
H (-1.7111, -7.1471, 1.6852)
H (-2.0500, -5.8359, 2.8081)
H (-0.6613, -5.7356, 1.7413)
H (-3.5817, -5.7736, 0.7739)
H (-2.1855, -5.6053, -0.2625)
H (-0.7378, -3.4526, 2.6011)
H (-2.2662, -3.4490, 3.4643)
H (-1.0340, -0.9004, 2.2358)
H (-0.8413, -1.3628, 3.9168)
H (-2.4432, -0.9779, 3.2730)
H (-0.7579, -1.7596, -0.2859)
H (-1.4453, -2.8241, -1.4716)
H (0.5020, -3.7291, 0.7469)
H (0.9478, -3.4345, -0.9246)
H (-0.1359, -4.7602, -0.5288)
C (3.0843, -1.1360, -0.7210)
Si (2.5744, -0.0695, 0.7509)
C (4.1507, 0.7538, 1.3775)
C (2.0230, -1.2503, 2.1096)
Si (0.8588, 1.3629, 0.1088)
Si (1.7297, 2.6675, -1.6111)
C (2.3546, 1.5948, -3.0390)
C (0.3606, 3.7863, -2.2968)
C (3.1489, 3.8294, -1.1720)
Si (0.6883, 2.9054, 1.8503)
C (2.2887, 3.6014, 2.5733)
C (-0.3231, 4.3995, 1.2996)
C (-0.2437, 2.1311, 3.2959)
H (3.6547, -2.0111, -0.3943)
H (3.7003, -0.5704, -1.4239)
H (2.2075, -1.4834, -1.2720)
H (4.9746, 0.0341, 1.3404)
H (4.0386, 1.0879, 2.4109)
H (4.4318, 1.6251, 0.7828)
H (2.8377, -1.9325, 2.3731)
H (1.1691, -1.8475, 1.7849)
H (1.7202, -0.7135, 3.0121)
H (1.8153, 0.6488, -3.1145)
H (3.4152, 1.3604, -2.9124)
H (2.2400, 2.1272, -3.9879)
H (-0.6378, 3.3755, -2.1292)
H (0.4745, 3.9326, -3.3749)
H (0.3888, 4.7689, -1.8187)
H (4.0111, 3.2986, -0.7621)
H (2.8428, 4.5858, -0.4459)
H (3.4739, 4.3456, -2.0818)
H (2.9894, 3.9292, 1.8027)
H (2.8026, 2.8620, 3.1917)
H (2.0500, 4.4613, 3.2075)
H (0.2615, 5.0553, 0.6481)
H (-0.6395, 4.9834, 2.1695)
H (-1.2192, 4.0977, 0.7522)
H (0.2674, 1.2447, 3.6806)
H (-1.2471, 1.8226, 2.9901)
H (-0.3437, 2.8496, 4.1159)

The value obtained for the frontier orbital gap (alpha / beta) is 7.22 / 7.86 eV. Its spin multiplicity is 6. For the energy above the lowest of the compared OMol25 structures with the same formula, charge and spin, the calculation gives 2.9 kcal per mole. Its total charge is -1.

---

Looking at maximum force for the records above, in order, we have 3.313 4.563 1.768 5.872 1.528 0.676 eV Å⁻¹.